A molecular structure, B4CrH16 in a non-equilibrium geometry, computed with ωB97M-V/def2-TZVPD.

XYZ file:
```
21
B4CrH16 | the Open Molecules 2025 dataset | ωB97M-V/def2-TZVPD
Cr -3.523 2.600 11.063
B -4.219 0.996 12.240
H -3.145 0.975 12.142
H -4.565 1.974 12.540
H -4.649 0.882 11.257
H -4.555 0.226 12.917
B -2.204 1.838 9.606
H -1.457 1.461 8.925
H -1.744 2.118 10.541
H -2.707 2.729 9.262
H -2.933 1.073 9.827
B -2.420 3.896 12.313
H -2.052 4.071 11.314
H -3.479 4.101 12.327
H -2.293 2.861 12.590
H -1.939 4.557 13.017
B -5.159 3.841 10.366
H -4.925 2.926 9.844
H -4.212 4.356 10.417
H -5.948 4.459 9.967
H -5.458 3.501 11.346
```

strongest force on any atom = 5.520 eV/A
gap between HOMO and LUMO (alpha / beta) = 8.3 / 5.1 eV
⟨S²⟩ = 6.021
E_HOMO (alpha / beta) = -10.52 / -11.68 eV
LUMO energy (alpha / beta) = -2.21 / -6.56 eV
multiplicity = 5

Charges obtained by Mulliken population analysis, quoted in units of e: Cr -0.446; B -0.262; H 0.150; H 0.192; H 0.063; H -0.128; B -0.324; H -0.109; H 0.190; H 0.182; H 0.127; B -0.345; H 0.127; H 0.208; H 0.212; H -0.067; B -0.366; H 0.296; H 0.239; H -0.056; H 0.117